Record 1
The following is a quantum chemistry calculation of a structure of composition C43H48N3P2PtSi2, from the Open Molecules 2025 dataset.

Last column: Mulliken spin population.
Cartesian coordinates (Å):
Pt: -0.516 0.311 0.987  1.320
C: -1.027 -3.698 2.378  -0.021
Si: -1.607 -3.165 0.679  0.005
C: -1.431 -4.610 -0.502  0.017
C: -3.403 -2.631 0.777  -0.007
N: -0.677 -1.807 0.113  0.142
P: 0.369 -1.522 -1.056  0.043
C: 0.774 0.140 -0.711  0.942
P: 0.473 1.763 -1.257  0.073
N: -0.599 2.173 -0.125  0.138
Si: -1.239 3.744 0.335  0.016
C: 0.150 4.731 1.117  0.008
C: -2.601 3.449 1.577  0.011
C: -1.905 4.665 -1.153  0.006
C: 1.961 2.760 -1.274  -0.002
C: 2.062 3.903 -2.062  -0.003
C: 3.170 4.727 -1.950  -0.002
C: 4.180 4.413 -1.050  0.009
C: 4.082 3.276 -0.259  0.006
C: 2.973 2.454 -0.366  0.032
C: -0.199 1.795 -2.923  0.038
C: 0.635 1.764 -4.039  -0.012
C: 0.089 1.751 -5.311  0.004
C: -1.290 1.763 -5.474  0.009
C: -2.123 1.779 -4.366  -0.007
C: -1.580 1.791 -3.092  0.003
C: 1.881 -2.500 -1.010  -0.049
C: 2.989 -2.017 -0.318  0.045
C: 4.129 -2.794 -0.195  0.011
C: 4.167 -4.061 -0.760  0.007
C: 3.067 -4.548 -1.453  0.000
C: 1.928 -3.770 -1.581  -0.004
C: -0.313 -1.738 -2.706  0.033
C: 0.508 -1.825 -3.829  0.012
C: -0.051 -1.988 -5.084  0.004
C: -1.431 -2.063 -5.225  0.008
C: -2.252 -1.964 -4.113  -0.003
C: -1.695 -1.799 -2.855  0.005
H: -1.615 -4.538 2.748  0.001
H: -1.116 -2.891 3.103  0.015
H: 0.019 -4.013 2.354  -0.001
H: -2.166 -5.376 -0.249  0.001
H: -0.445 -5.072 -0.440  -0.002
H: -1.609 -4.320 -1.539  -0.002
H: -3.978 -3.295 1.423  0.001
H: -3.879 -2.638 -0.205  0.000
H: -3.488 -1.621 1.181  0.008
H: 0.731 4.112 1.802  0.001
H: -0.247 5.575 1.684  0.001
H: 0.836 5.129 0.368  -0.002
H: -2.234 2.884 2.436  -0.002
H: -3.433 2.896 1.136  -0.001
H: -2.991 4.394 1.954  -0.001
H: -1.162 4.748 -1.949  -0.002
H: -2.183 5.680 -0.864  0.001
H: -2.789 4.188 -1.576  -0.001
H: 1.278 4.153 -2.767  0.001
H: 3.247 5.613 -2.565  0.000
H: 5.045 5.056 -0.965  0.001
H: 4.869 3.033 0.442  0.001
H: 2.888 1.574 0.262  -0.022
H: 1.712 1.756 -3.918  -0.009
H: 0.739 1.732 -6.175  0.000
H: -1.715 1.758 -6.469  0.001
H: -3.198 1.782 -4.494  0.000
H: -2.225 1.799 -2.222  -0.005
H: 2.962 -1.025 0.119  0.031
H: 4.991 -2.408 0.332  0.001
H: 5.058 -4.668 -0.669  0.000
H: 3.098 -5.533 -1.898  0.000
H: 1.077 -4.153 -2.130  -0.001
H: 1.585 -1.776 -3.722  -0.004
H: 0.589 -2.061 -5.953  0.000
H: -1.865 -2.198 -6.207  0.000
H: -3.327 -2.019 -4.224  0.000
H: -2.331 -1.717 -1.981  -0.004
C: -3.856 -0.266 5.375  0.183
C: -3.891 0.199 4.063  -0.083
C: -2.749 0.173 3.293  0.239
C: -1.527 -0.284 3.834  -0.187
C: -1.514 -0.786 5.154  0.190
C: -2.670 -0.771 5.905  -0.073
N: -0.437 -0.301 3.022  0.667
C: 0.848 -0.491 3.553  -0.015
C: 1.723 -1.341 2.874  0.068
C: 3.005 -1.531 3.356  -0.043
C: 3.436 -0.850 4.489  0.081
C: 2.577 0.022 5.143  -0.047
C: 1.281 0.201 4.687  0.084
H: -4.755 -0.259 5.975  0.007
H: -4.815 0.569 3.640  -0.001
H: -2.776 0.516 2.261  0.092
H: -0.612 -1.222 5.559  -0.003
H: -2.657 -1.170 6.910  0.000
H: 1.371 -1.860 1.992  0.001
H: 3.669 -2.215 2.843  0.001
H: 4.442 -0.994 4.857  0.004
H: 2.917 0.570 6.012  0.001
H: 0.617 0.899 5.179  -0.004

2S+1 = 5
HOMO level (spin up / spin down) = -9.272 / -10.886 eV
frontier orbital gap (spin up / spin down) = 7.5 / 6.2 eV
⟨S²⟩ = 6.0537
net charge = +1



Record 2
The following is a quantum chemistry calculation of a structure of composition C20H30AuF3GeNP2 at a distorted geometry, from the Open Molecules 2025 dataset.

Last column: natural (NBO) charge in e.
Cartesian coordinates (Å):
Au: -1.327 -0.885 -2.295  0.395
C: -4.753 -0.163 1.179  -0.941
P: -2.998 0.296 1.490  0.808
C: -2.911 1.889 0.581  -0.953
C: -3.151 0.944 3.226  -0.706
C: -1.932 1.737 3.694  -0.707
P: -0.318 0.964 3.209  0.824
C: 0.775 1.882 4.377  -0.947
C: -0.452 -0.626 4.124  -0.953
H: -5.432 0.659 1.420  0.202
H: -5.013 -1.028 1.792  0.222
H: -4.884 -0.441 0.135  0.261
H: -3.667 2.600 0.928  0.202
H: -3.068 1.692 -0.479  0.259
H: -1.918 2.325 0.698  0.235
H: -3.295 0.074 3.875  0.216
H: -4.057 1.554 3.307  0.208
H: -1.959 1.870 4.782  0.204
H: -1.944 2.737 3.249  0.222
H: 0.420 1.818 5.409  0.206
H: 0.817 2.932 4.083  0.229
H: 1.791 1.483 4.324  0.237
H: -0.809 -0.483 5.148  0.204
H: 0.528 -1.106 4.156  0.235
H: -1.131 -1.293 3.593  0.243
N: 3.890 -3.973 -7.939  -0.383
C: 3.367 -3.484 -7.036  0.307
C: 2.720 -2.875 -5.915  -0.265
C: 1.329 -2.920 -5.780  -0.147
C: 0.705 -2.324 -4.708  -0.266
C: 1.445 -1.667 -3.704  0.073
C: 2.849 -1.630 -3.854  -0.279
C: 3.468 -2.218 -4.934  -0.139
C: 0.832 -1.024 -2.601  -0.354
C: 0.776 -0.794 -1.341  0.024
H: 0.739 -3.424 -6.536  0.215
H: -0.374 -2.349 -4.625  0.225
H: 3.438 -1.122 -3.105  0.213
H: 4.546 -2.177 -5.028  0.211
F: -4.037 0.252 -2.275  -0.393
C: -3.366 -0.914 -2.579  0.638
F: -3.717 -1.156 -3.883  -0.381
F: -4.057 -1.872 -1.874  -0.386
C: 3.750 0.587 -0.556  -1.089
Ge: 2.172 0.744 0.600  1.627
C: 2.671 0.191 2.421  -1.079
C: 1.688 2.647 0.692  -1.091
C: 0.756 -0.356 -0.073  -0.934
H: 4.562 1.207 -0.173  0.218
H: 3.514 0.914 -1.571  0.231
H: 4.092 -0.448 -0.598  0.227
H: 3.514 0.783 2.782  0.213
H: 2.951 -0.862 2.435  0.227
H: 1.828 0.331 3.111  0.206
H: 2.518 3.247 1.075  0.212
H: 0.823 2.778 1.342  0.223
H: 1.423 3.010 -0.302  0.229
H: -0.129 -0.530 0.527  0.261

HOMO level = -3.715 eV
frontier orbital gap = 6.3 eV
net charge = -1